{"formula": "C59H49BiN4OSi", "method": "ωB97M-V/def2-TZVPD", "energy_ha": -3075.8807, "homo_lumo_gap_ev": [5.16, 5.11], "e_above_lowest_kj_mol": 0.0, "spin_multiplicity": 1, "lumo_energy_ev": [-1.3321, -1.3181], "symbols": ["Bi", "C", "C", "C", "C", "C", "C", "C", "C", "C", "C", "C", "N", "C", "C", "C", "C", "C", "C", "C", "C", "C", "C", "C", "C", "C", "N", "C", "C", "C", "C", "C", "C", "C", "C", "C", "C", "C", "C", "N", "C", "C", "N", "C", "C", "C", "C", "C", "C", "H", "H", "H", "H", "H", "H", "H", "H", "H", "H", "H", "H", "H", "H", "H", "H", "H", "H", "H", "H", "H", "H", "H", "H", "H", "H", "H", "H", "C", "Si", "C", "C", "C", "C", "H", "H", "H", "H", "H", "H", "H", "H", "H", "C", "C", "C", "C", "C", "C", "C", "O", "C", "C", "C", "H", "H", "H", "H", "H", "H", "H", "H", "H", "H", "H", "H"], "coordinates": [[8.8257, 10.6703, 16.4202], [8.6653, 3.6825, 12.9257], [7.5241, 4.4201, 13.1764], [7.5962, 5.5894, 13.8756], [8.8355, 5.9752, 14.4177], [9.9722, 5.1702, 14.2882], [9.8599, 3.9636, 13.5782], [8.8842, 7.3209, 15.0944], [7.9565, 7.5982, 16.1010], [7.0953, 6.6137, 16.7053], [6.3597, 7.2542, 17.6886], [6.7173, 8.6698, 17.6568], [7.5584, 8.8319, 16.5940], [6.2047, 9.6888, 18.5351], [6.8354, 11.0021, 18.7382], [6.1949, 12.0999, 19.3665], [7.1159, 13.1892, 19.3979], [8.2697, 12.7807, 18.6757], [9.5077, 13.5592, 18.4561], [9.6532, 14.8387, 19.2123], [10.0285, 16.0547, 18.5660], [10.3069, 17.1359, 19.3486], [9.8989, 17.1039, 20.6857], [9.3800, 15.9654, 21.2775], [9.4043, 14.8052, 20.5769], [10.4859, 13.2217, 17.4928], [10.4774, 12.1149, 16.6537], [11.5607, 12.1482, 15.7932], [11.9168, 11.2385, 14.7470], [13.0677, 11.4395, 13.8610], [13.1471, 12.4686, 12.8962], [14.2028, 12.5744, 12.0822], [15.2856, 11.7149, 12.2443], [15.2102, 10.6465, 13.1553], [14.1458, 10.5482, 14.0237], [11.1706, 10.0452, 14.4581], [11.4112, 9.2431, 13.2886], [10.5590, 8.1440, 13.3821], [9.8541, 8.2518, 14.6187], [10.2866, 9.3648, 15.2969], [12.3312, 13.3244, 16.1340], [11.6718, 13.9730, 17.1694], [8.0643, 11.4201, 18.3311], [5.0146, 9.2606, 19.3556], [3.8757, 8.7729, 18.6639], [2.7502, 8.6216, 19.4197], [2.7399, 8.7768, 20.7995], [3.8693, 9.1819, 21.4628], [5.0145, 9.4379, 20.7644], [8.6733, 2.8549, 12.2213], [6.5495, 4.1664, 12.7741], [6.6290, 6.1043, 14.0851], [10.9328, 5.4337, 14.7703], [10.7256, 3.3170, 13.4867], [7.0331, 5.6059, 16.2997], [5.6401, 6.8432, 18.3405], [5.2356, 12.0634, 19.7945], [6.9675, 14.2223, 19.8247], [10.1138, 16.0843, 17.4890], [10.7236, 18.0272, 18.9623], [10.0804, 18.0143, 21.3171], [8.9192, 15.9681, 22.2778], [9.0614, 13.8855, 21.0102], [12.2451, 13.0997, 12.7927], [14.2074, 13.2617, 11.2705], [16.1032, 11.8018, 11.5273], [15.9481, 9.8798, 13.1669], [14.0813, 9.7324, 14.7639], [12.1489, 9.5248, 12.5451], [10.4883, 7.2482, 12.7542], [13.2489, 13.5795, 15.6433], [11.9884, 14.8602, 17.6570], [3.9195, 8.5420, 17.5904], [1.8148, 8.4665, 18.8965], [1.7926, 8.6436, 21.3201], [3.8850, 9.2656, 22.5443], [5.9462, 9.6962, 21.2976], [11.5681, 6.9766, 20.9135], [12.0426, 7.9978, 19.3503], [12.6496, 6.8281, 17.9650], [13.5214, 9.1663, 19.7657], [10.6009, 8.9415, 18.6616], [9.6663, 9.5008, 18.0587], [12.4354, 6.8466, 21.5891], [11.1256, 5.9844, 20.6950], [10.7770, 7.5742, 21.4246], [13.6755, 6.4330, 18.1241], [12.6752, 7.2881, 16.9703], [11.9739, 5.9513, 17.8059], [14.3576, 8.6597, 20.3325], [13.2510, 10.0265, 20.3482], [14.0484, 9.4993, 18.8500], [10.3035, 10.0019, 9.7622], [9.1216, 10.2610, 10.6505], [9.0797, 11.4143, 11.4140], [8.0100, 11.6515, 12.2999], [7.8266, 13.1035, 12.7277], [7.0729, 10.6099, 12.5671], [6.2399, 10.7105, 13.7360], [6.4965, 11.3485, 14.7576], [7.0661, 9.4707, 11.7119], [6.0105, 8.3986, 11.7592], [8.0454, 9.3698, 10.7311], [11.0241, 10.7478, 10.0627], [10.1412, 10.0879, 8.7209], [10.7792, 9.0325, 9.8950], [9.7830, 12.1970, 11.2900], [7.3440, 13.7116, 11.9107], [8.8062, 13.5446, 12.9158], [7.2404, 13.1066, 13.6489], [5.2190, 10.1791, 13.7563], [5.6710, 8.2274, 12.7890], [6.4014, 7.4577, 11.3508], [5.1518, 8.7075, 11.1582], [8.0500, 8.4614, 10.1097]]}

{"formula": "CH2N3O4", "method": "ωB97M-V/def2-TZVPD", "energy_ha": -504.4656, "homo_lumo_gap_ev": 8.23, "total_charge": -1, "e_above_lowest_kj_mol": 87.5, "spin_multiplicity": 1, "lumo_energy_ev": 4.2582, "symbols": ["C", "N", "N", "N", "O", "O", "O", "O", "H", "H"], "coordinates": [[-0.4328, 0.7132, -3.2233], [0.2502, -0.4300, 0.1535], [-0.1180, 0.3605, -0.9132], [0.6295, 1.3285, -1.1424], [0.4832, 0.0881, -3.5205], [0.4973, 2.0501, -2.1364], [-1.5413, 1.1450, -3.2293], [1.4886, 1.6748, -0.3269], [1.0881, 0.0181, 0.6045], [-0.4630, -0.5098, 0.9637]]}

{"formula": "C4H7NO", "method": "ωB97M-V/def2-TZVPD", "energy_ha": -286.3890, "homo_lumo_gap_ev": [9.45, 9.45], "smiles": "C=[N+](C)[O-].C#C", "e_above_lowest_kj_mol": 637.2, "spin_multiplicity": 1, "lumo_energy_ev": [0.9157, 0.9157], "symbols": ["C", "C", "C", "C", "N", "O", "H", "H", "H", "H", "H", "H", "H"], "coordinates": [[-1.8212, -0.1440, 1.3301], [-1.8661, -1.3089, 1.0604], [0.1233, 1.0520, -0.8605], [1.9002, -0.3235, 0.0119], [0.7227, -0.2090, -0.5106], [-0.0212, -1.1669, -0.7934], [-2.1625, 0.8901, 1.1834], [0.8117, 1.8383, -0.6158], [-0.2390, 1.0679, -1.9178], [-0.7948, 1.2569, -0.4705], [2.4715, 0.5884, -0.1272], [2.4198, -1.1737, 0.4661], [-1.5443, -2.3676, 1.2438]]}

{"formula": "C3H4N2O", "method": "ωB97M-V/def2-TZVPD", "energy_ha": -301.3813, "homo_lumo_gap_ev": 10.55, "smiles": "[H]/N=C/OCC#N", "e_above_lowest_kj_mol": 278.2, "spin_multiplicity": 1, "lumo_energy_ev": 0.3749, "symbols": ["N", "C", "O", "C", "C", "N", "H", "H", "H", "H"], "coordinates": [[-0.9738, 2.0695, 0.1400], [-0.2804, 1.0246, 0.0283], [-0.9519, -0.1788, 0.0846], [-0.2824, -1.4273, 0.0252], [1.1502, -1.1354, -0.1409], [1.8873, -0.2421, -0.2161], [-0.3248, 2.8496, 0.0727], [0.8920, 1.0397, -0.1260], [-0.6629, -2.0123, -0.8178], [-0.4533, -1.9876, 0.9500]]}